One molecule with the formula C20H16B2N2O4S at a distorted geometry. Source: the Open Molecules 2025 dataset; level of theory: ωB97M-V/def2-TZVPD.

```
45
Properties=species:S:1:pos:R:3:lowdin_charge:R:1
H -5.7181 2.8392 7.8003 0.120
H -3.3223 -0.7609 8.9012 0.148
C 3.5286 -1.5012 -8.4183 -0.133
C -2.4699 0.4315 7.3295 -0.192
H -0.7957 -0.7987 7.6480 0.109
C -1.2605 -0.1306 6.9548 -0.028
N -0.9971 0.7880 3.3853 0.102
H 3.2219 2.2045 -9.2968 0.122
H 2.0174 0.8444 -0.7739 0.113
C 2.3429 -2.3068 -6.2440 -0.024
H 1.4846 -2.6990 -4.3214 0.111
O 2.8381 1.9728 -8.4235 0.173
B -4.3813 1.5863 7.3523 -0.554
C -1.5005 0.7129 4.6983 -0.263
H -2.0496 -0.7200 2.6442 0.126
C 0.3595 -0.4803 -1.1502 -0.508
H 0.0505 -1.6413 -2.9436 0.109
H 1.9912 1.4462 -5.3237 0.118
C 1.1093 0.4047 -0.4144 -0.110
C 0.6720 0.6307 0.9043 -0.081
H -2.5854 0.7832 9.4395 0.135
C 0.6420 -0.8593 -2.4936 -0.166
C -0.5164 -0.0454 1.2071 -0.456
H 0.2333 -0.3579 5.4131 0.120
B 3.0091 0.6455 -8.1449 -0.553
C -2.7552 1.2500 5.0746 0.036
O 3.6892 -0.2279 -9.0464 0.084
O -5.2489 2.6019 6.9624 0.149
C 1.8851 -1.9336 -4.9909 -0.024
H -3.3629 1.7599 4.2979 0.131
C 2.5431 0.0252 -6.7919 -0.017
C -3.1784 0.3193 8.6464 -0.118
H 1.0746 1.3574 1.5908 0.114
C -3.1942 1.1280 6.3862 -0.027
C -0.7415 0.0739 5.6906 -0.015
H 4.5081 -1.9882 -8.2724 0.141
H 2.9377 -2.1318 -9.1004 0.138
N 1.4732 -0.2442 -3.2753 0.112
C 2.7949 -1.3352 -7.1136 -0.155
S -0.9801 -1.0548 -0.1945 1.069
C 2.1075 0.4065 -5.5494 0.049
O -4.4642 0.9762 8.6030 0.108
H 2.4582 -3.3450 -6.4716 0.109
C -1.2444 -0.0225 2.4267 -0.173
C 1.7950 -0.6036 -4.6015 -0.250
```

Largest force on an atom ... 3.31 eV Å⁻¹
SMILES ... OB1OCc2ccc(/N=C/c3ccc(/C=N/c4ccc5c(c4)B(O)OC5)s3)cc21
E_LUMO ... -0.902 eV
Multiplicity ... 1
Charge ... 0
Calculated total energy ... -1630.251705 Ha
Orbital gap ... 7.40 eV